DFT (ωB97M-V/def2-TZVPD) results for a cluster of 11 separate species, C15H50F6O10P in total.

```
82
Properties=species:S:1:pos:R:3
P -20.80751 21.08369 -28.83871
F -22.29062 20.71454 -29.33757
F -20.30914 19.57410 -29.06664
F -19.32453 21.47131 -28.34440
F -21.18557 20.78673 -27.30159
F -20.37918 21.42938 -30.38399
F -21.26542 22.63780 -28.69484
O -23.87994 24.86001 -31.47804
O -21.07007 23.06862 -34.29466
O -19.45798 19.67296 -25.36821
O -22.16230 18.60854 -31.24880
O -15.33927 19.03904 -31.29506
O -25.24188 24.84124 -26.79481
O -19.73320 24.03982 -26.59159
O -27.59530 19.56558 -29.70243
O -22.68513 22.22284 -32.19058
O -14.10146 23.40811 -28.70290
C -17.69694 18.63551 -30.96139
C -16.65849 19.52952 -31.57350
C -19.13986 18.31024 -25.46569
C -20.04022 22.13785 -34.56528
C -21.64341 25.16450 -30.60192
C -16.48354 23.12817 -28.57592
C -25.25537 19.20722 -29.83443
C -22.63501 25.50876 -31.69582
C -18.88523 22.24605 -33.56685
C -24.55222 22.81692 -27.85198
C -21.68861 24.04410 -25.11841
C -26.49155 19.03814 -28.98600
C -20.95582 24.67862 -26.29274
C -15.34013 24.09804 -28.46425
C -24.79653 24.30849 -28.02140
H -25.14342 20.26174 -30.09873
H -21.52832 22.77627 -33.48861
H -15.32628 24.59501 -27.49090
H -14.77580 19.77528 -31.04704
H -26.63133 17.97409 -28.75083
H -24.34713 22.33362 -28.80189
H -25.40000 18.66095 -30.76996
H -22.77972 19.21191 -30.82392
H -25.44083 22.39511 -27.36877
H -18.69555 19.07258 -31.05866
H -22.53235 24.66874 -24.81661
H -22.80096 26.58312 -31.75960
H -22.23656 22.00488 -31.35887
H -21.04317 23.94072 -24.23742
H -13.40986 23.88585 -28.23964
H -21.56963 24.08406 -30.51578
H -17.43994 23.64739 -28.50062
H -19.89136 23.47300 -27.35493
H -25.33163 25.79228 -26.89927
H -24.36480 18.85399 -29.32089
H -28.34359 19.62856 -29.10327
H -22.20747 25.16809 -32.64957
H -25.45998 24.49232 -28.87896
H -16.47311 22.33520 -27.83004
H -15.45936 24.86210 -29.24203
H -23.72422 22.65624 -27.16098
H -16.77954 20.52250 -31.12817
H -19.93617 19.93307 -26.16577
H -18.61504 23.29332 -33.43291
H -21.63834 24.65923 -27.15579
H -26.35748 19.56172 -28.03072
H -21.29843 18.94210 -30.97867
H -20.79195 25.74974 -26.11497
H -20.63015 25.53766 -30.77382
H -16.44919 22.64524 -29.55672
H -19.18416 21.85544 -32.59079
H -23.68839 23.91140 -31.54786
H -16.82427 19.62394 -32.65204
H -23.07244 21.38854 -32.47894
H -23.85999 24.78196 -28.36117
H -22.01297 23.02823 -25.35076
H -18.44830 18.04512 -24.65854
H -17.77225 17.62102 -31.36191
H -21.95042 25.53401 -29.61846
H -19.67404 22.36124 -35.56802
H -20.45541 21.12334 -34.54082
H -17.57388 18.51029 -29.88232
H -20.01820 17.66172 -25.33635
H -18.01772 21.67002 -33.90040
H -18.61921 18.06213 -26.39886
```

Output
energy: -62442.664 eV
net charge: -1
frontier orbital gap: 10.1 eV
relative energy (zero: lowest compared OMol25 entry of this formula, charge and spin): 0.000 eV
E_LUMO: 2.56 eV